No. 1
C5H10O as an isolated structure, computed with ωB97M-V/def2-TZVPD.

ORCA input file:
```
! wB97M-V def2-TZVPD RIJCOSX def2/J DEFGRID3
* xyz 0 1
O -2.46 -0.48 -0.74
C -1.61 -0.09 0.31
C -0.44 -1.06 0.54
C 0.31 0.19 0.95
C -0.56 1.02 0.03
C 2.37 0.08 -0.36
H -0.33 0.96 -1.05
H 2.55 1.08 -0.75
H 1.85 -0.54 -1.09
H -0.51 -1.86 1.29
H -3.15 0.20 -0.82
H 3.29 -0.40 -0.03
H 1.77 0.21 0.61
H -2.17 0.11 1.23
H -0.20 -1.49 -0.44
H -0.73 2.06 0.31
*
```

The calculation puts the HOMO energy at -8.1 eV. The calculation puts the total energy at -271.56605 a.u. The orbital gap is 8.5513 eV. The energy above the lowest of the compared OMol25 structures with the same formula, charge and spin comes out at 5.0766 eV. As for the maximum force: 0.0065 hartree/bohr.

=====

No. 2
C46H56N5O4SSc as an isolated structure, computed with ωB97M-V/def2-TZVPD.

ORCA input file:
```
! wB97M-V def2-TZVPD RIJCOSX def2/J DEFGRID3
* xyz 0 1
Sc -0.04 0.05 0.44
S -0.57 -4.03 4.04
O -0.25 -4.41 5.39
O -0.92 -4.98 3.04
O -0.22 -0.69 2.36
O 1.24 0.94 2.29
N -2.11 0.07 -0.10
N -0.06 2.09 -0.16
N -0.07 -2.01 -0.21
N 1.98 -0.01 -0.29
N 0.74 -3.24 3.46
C 2.36 2.41 -0.29
C 5.35 1.59 -0.41
C -2.27 -5.68 -1.59
C 0.57 -4.22 -0.18
C -1.60 5.49 -0.11
C 5.62 2.10 -1.83
C 2.79 -1.11 -0.28
C -5.46 1.71 -0.19
C -2.46 2.49 -0.06
C -2.93 -1.02 -0.19
C -0.79 -4.20 -0.19
C 4.18 0.67 -0.33
C -1.14 2.92 -0.11
C -3.91 -0.94 4.19
C 2.80 1.09 -0.31
C 1.37 -2.20 4.30
C -2.18 5.78 -1.50
C 2.07 5.72 -1.71
C -2.49 -2.34 -0.22
C 5.34 -1.63 -0.35
C 1.48 -5.41 -0.14
C -5.72 2.29 -1.58
C -2.91 1.17 -0.09
C -1.89 -2.85 4.13
C -1.97 -1.96 5.20
C -5.69 -1.90 -1.89
C -1.18 -2.80 -0.21
C 2.33 -2.42 -0.22
C 4.18 -0.70 -0.31
C -4.31 -0.59 -0.24
C 1.01 -2.84 -0.21
C -2.83 -2.83 3.12
C 2.01 -5.79 -1.53
C 5.58 -2.20 -1.76
C 0.67 4.27 -0.19
C -0.69 4.30 -0.12
C -5.48 -1.50 -0.42
C -4.30 0.77 -0.16
C -2.97 -1.01 5.21
C 0.90 -0.18 2.71
C 1.61 5.43 -0.27
C -1.74 -5.35 -0.19
C 1.89 -1.01 3.50
C -3.84 -1.87 3.16
C 1.06 2.88 -0.22
C -4.98 0.12 4.20
H 0.94 -6.25 0.29
H 5.81 -1.40 -2.46
H 2.72 -6.62 -1.46
H 4.74 2.60 -2.23
H -1.38 6.00 -2.21
H -4.54 1.11 4.18
H 2.23 -2.65 4.81
H -3.26 -3.10 -0.26
H 2.49 5.23 0.36
H 5.19 2.44 0.26
H -5.64 0.02 3.34
H -4.80 -2.39 -2.28
H 0.58 -2.95 2.50
H 5.85 1.26 -2.50
H -2.77 -4.82 -2.03
H -2.85 6.64 -1.47
H -1.24 -6.23 0.23
H -5.35 -2.40 0.18
H 2.63 -1.34 2.77
H 6.24 -1.11 -0.02
H 2.51 -4.95 -2.01
H 2.79 6.54 -1.73
H -3.22 3.26 -0.03
H 2.32 -5.20 0.53
H -6.54 -2.58 -1.99
H -6.38 -1.01 -0.05
H 3.09 -3.20 -0.21
H 6.45 2.79 -1.85
H 0.69 -1.87 5.08
H 1.22 5.99 -2.33
H -6.54 3.01 -1.56
H -2.98 -6.50 -1.55
H -1.45 -5.96 -2.25
H -5.89 -1.02 -2.50
H -3.03 -0.31 6.04
H 3.14 3.16 -0.32
H 6.24 1.08 -0.04
H 6.41 -2.91 -1.76
H -2.74 4.93 -1.88
H -2.42 5.32 0.59
H -5.29 2.52 0.52
H -2.58 -5.14 0.49
H 1.19 -6.10 -2.18
H -6.36 1.18 0.15
H 2.41 -0.33 4.18
H -4.83 2.80 -1.96
H -1.05 6.36 0.24
H -5.98 1.50 -2.29
H 2.54 4.84 -2.15
H 4.69 -2.72 -2.13
H -5.59 0.05 5.11
H 1.14 6.31 0.14
H 5.19 -2.45 0.35
H -4.58 -1.84 2.37
H -1.27 -2.02 6.02
H -2.76 -3.54 2.31
*
```

The calculation puts the HOMO energy at -6.8 eV. The calculation puts the total energy at -3520.40155 a.u. The orbital gap is 5.7660 eV. The energy above the lowest of the compared OMol25 structures with the same formula, charge and spin comes out at 0.0000 eV. As for the maximum force: 0.0103 hartree/bohr.

=====

No. 3
C2H3N3O2 as an isolated structure, computed with ωB97M-V/def2-TZVPD.

ORCA input file:
```
! wB97M-V def2-TZVPD RIJCOSX def2/J DEFGRID3
* xyz 0 1
O 2.82 0.17 -0.63
O 0.42 -1.50 0.05
N 0.83 1.45 -0.34
N -1.67 -0.36 -0.32
N -0.64 -1.90 1.34
C -0.80 -1.14 0.33
C 1.87 0.82 -0.45
H -1.24 0.41 -0.82
H -2.55 -0.18 0.14
H 0.82 2.32 0.17
*
```

The calculation puts the HOMO energy at -9.4 eV. The calculation puts the total energy at -392.66312 a.u. The orbital gap is 9.8164 eV. The energy above the lowest of the compared OMol25 structures with the same formula, charge and spin comes out at 3.5491 eV. As for the maximum force: 0.0175 hartree/bohr.

=====

No. 4
C20H20F3N3O11PbS as an isolated structure in a non-equilibrium geometry, computed with ωB97M-V/def2-TZVPD.

ORCA input file:
```
! wB97M-V def2-TZVPD RIJCOSX def2/J DEFGRID3
* xyz 2 1
Pb 0.24 0.17 -0.46
S 2.24 -1.53 -1.89
F 0.04 -1.20 -4.57
F 0.38 -3.41 -1.97
F 1.51 -3.26 -3.82
O 1.18 2.44 0.01
O -5.10 3.40 -0.75
O -0.80 -0.94 -2.58
O -4.00 2.24 0.71
O -0.97 7.85 -1.86
O -3.14 7.62 -1.86
O 1.83 4.27 -0.85
O 1.82 -0.14 -2.20
O 3.52 -1.94 -2.32
O 1.84 -1.79 -0.49
O -1.46 1.93 -0.14
N -2.00 7.24 -1.69
N -4.09 3.09 -0.16
N 0.95 3.55 -0.50
C -2.86 3.81 -0.50
C 2.47 1.28 3.06
C -3.00 5.10 -0.93
C -2.47 -1.82 3.25
C -0.08 2.59 3.60
C 0.15 -3.20 2.77
C 0.04 -1.73 3.07
C 0.01 1.10 3.45
C 1.25 -0.98 3.16
C 0.92 -2.57 -2.87
C -1.16 -1.10 3.29
C -0.41 4.01 -0.64
C -0.58 5.31 -1.05
C -0.07 -1.54 -3.32
C -1.85 5.84 -1.21
C -1.15 0.29 3.67
C -1.56 3.14 -0.39
C -2.34 0.87 4.31
C 2.55 -1.69 3.20
C 1.21 0.47 3.21
H 0.29 5.92 -1.26
H 0.10 2.88 4.64
H -2.69 -2.26 4.23
H 3.36 0.68 2.93
H -2.47 -2.63 2.54
H -3.29 -1.15 3.01
H 3.34 -1.11 3.67
H 2.87 -1.92 2.18
H -3.98 5.55 -1.04
H 0.69 -3.72 3.56
H 2.38 1.94 2.19
H 2.47 -2.65 3.71
H 0.68 3.09 3.00
H -2.99 1.28 3.53
H 0.69 -3.36 1.84
H -0.82 -3.68 2.69
H -1.06 2.96 3.32
H -2.95 0.14 4.83
H -2.10 1.71 4.96
H 2.62 1.93 3.93
*
```

The calculation puts the HOMO energy (spin up / spin down) at -15.6 / -15.6 eV. The calculation puts the total energy at -2655.72164 a.u. The orbital gap (spin up / spin down) is 5.0886 / 6.2642 eV. As for the maximum force: 0.0308 hartree/bohr.

=====

No. 5
A 2-piece molecular cluster, C4H13NOS overall in a non-equilibrium geometry, computed with ωB97M-V/def2-TZVPD.

ORCA input file:
```
! wB97M-V def2-TZVPD RIJCOSX def2/J DEFGRID3
* xyz 0 1
S 3.07 -0.98 2.08
O -2.86 2.27 -1.15
N -0.38 -1.07 -0.77
C 0.88 0.44 0.88
C -1.12 -0.88 -1.97
C 0.81 -0.19 -0.61
C 1.34 -0.64 1.87
H -3.62 2.79 -0.79
H 0.86 -1.57 1.47
H 0.00 1.15 1.30
H 1.67 1.12 0.86
H 3.09 -0.71 3.33
H -0.93 -0.76 0.01
H 0.73 0.72 -1.23
H -0.86 0.21 -2.29
H 1.01 -0.59 2.92
H -0.71 -1.53 -2.75
H 1.67 -0.76 -0.92
H -2.42 1.92 -0.34
H -2.22 -0.97 -1.90
*
```

The calculation puts the HOMO energy at -8.9 eV. As for the SMILES: CNCCCS.O. The calculation puts the total energy at -688.31302 a.u. The orbital gap is 9.4162 eV. The energy above the lowest of the compared OMol25 structures with the same formula, charge and spin comes out at 2.0597 eV. As for the maximum force: 0.0597 hartree/bohr.

=====

No. 6
C45H48AsBBiBrN5PS as an isolated structure, computed with ωB97M-V/def2-TZVPD.

ORCA input file:
```
! wB97M-V def2-TZVPD RIJCOSX def2/J DEFGRID3
* xyz 2 1
Bi 0.41 0.20 0.16
Br -0.56 -6.42 1.52
As 3.83 -0.03 -5.11
S -4.51 2.46 4.74
P 2.09 -0.71 -1.81
N -1.77 0.70 1.54
N -8.01 -0.44 4.36
N -1.05 0.36 -1.42
N 2.74 5.60 2.22
N 2.94 1.80 2.03
C 2.21 -4.76 -2.02
C 7.38 -2.75 -3.53
C -2.76 1.53 1.21
C -7.02 -0.66 5.23
C 3.31 4.21 2.47
C 6.09 -3.24 -3.41
C -3.45 1.76 3.49
C 5.02 -2.48 -3.88
C 5.51 2.34 -1.40
C 2.56 -2.42 -1.54
C -1.62 0.38 2.83
C 4.18 2.73 -1.53
C 3.42 -2.77 -0.50
C 3.51 0.41 -1.65
C 4.03 -1.84 -7.41
C 5.84 0.99 -1.39
C -2.43 0.89 3.83
C 3.80 0.49 -7.94
C -1.03 -2.60 0.02
C 4.05 -2.15 -8.76
C 0.65 -3.88 1.84
C 6.53 -0.77 -4.58
C 3.10 -5.10 -1.01
C 3.19 1.78 -1.64
C 1.38 -0.52 -3.48
C -1.20 -3.95 0.29
C 5.23 -1.24 -4.46
C 3.90 -0.52 -6.99
C -0.35 -4.58 1.19
C 3.70 -4.11 -0.25
C -3.62 2.09 2.15
C -6.91 1.58 3.69
C 2.43 3.14 1.83
C 7.60 -1.52 -4.12
C 2.19 -1.04 -4.67
C -1.74 0.84 -2.22
C 4.84 0.03 -1.53
C 3.83 0.18 -9.30
C -5.88 1.33 4.59
C 3.95 -1.14 -9.70
C -0.01 -1.89 0.66
C -5.94 0.19 5.38
C -7.95 0.66 3.62
C 0.82 -2.53 1.56
C 1.93 -3.42 -2.28
B -2.61 1.55 -3.30
H 3.84 1.66 1.58
H 4.16 -3.18 -9.08
H 8.22 -3.34 -3.18
H 2.67 5.80 1.22
H 0.40 -1.00 -3.43
H -4.40 2.75 1.83
H 3.71 1.52 -7.63
H 2.16 2.09 -1.78
H 5.13 -1.01 -1.58
H 6.87 0.68 -1.32
H -3.57 0.86 -3.54
H 8.61 -1.14 -4.24
H 3.38 4.09 3.55
H 1.42 3.20 2.24
H 2.35 3.32 0.76
H -1.69 -2.11 -0.68
H -2.90 2.61 -2.77
H 5.91 -4.21 -2.96
H -5.17 -0.02 6.11
H 1.81 5.69 2.63
H 3.01 1.54 3.01
H 1.24 -3.17 -3.07
H -6.92 2.47 3.08
H -7.10 -1.55 5.83
H -8.77 0.82 2.93
H 3.98 -1.38 -10.76
H 3.33 6.32 2.64
H 4.38 -4.37 0.54
H 3.88 -2.01 0.12
H 4.14 -2.64 -6.68
H -1.99 -4.51 -0.20
H 3.31 -6.14 -0.81
H 6.72 0.20 -5.03
H 1.56 -0.94 -5.55
H 1.17 0.55 -3.58
H -2.87 1.75 0.15
H 2.40 -2.11 -4.57
H -1.86 1.70 -4.24
H -2.28 0.59 4.86
H 3.75 0.97 -10.03
H 1.30 -4.39 2.54
H 3.93 3.79 -1.60
H 6.29 3.09 -1.33
H 4.32 4.21 2.05
H 4.02 -2.90 -3.77
H 1.63 -2.00 2.06
H -0.83 -0.33 3.07
H 1.72 -5.53 -2.60
*
```

The calculation puts the HOMO energy at -12.2 eV. The calculation puts the total energy at -7805.58048 a.u. The orbital gap is 6.5530 eV. The energy above the lowest of the compared OMol25 structures with the same formula, charge and spin comes out at 0.8511 eV. As for the maximum force: 0.0049 hartree/bohr.

=====

No. 7
A 13-piece molecular cluster, C42H86BBrN16O27 overall in a non-equilibrium geometry, computed with ωB97M-V/def2-TZVPD.

ORCA input file:
```
! wB97M-V def2-TZVPD RIJCOSX def2/J DEFGRID3
* xyz 0 1
Br 0.56 1.52 -1.72
O 3.73 0.32 2.84
O -9.89 1.28 6.01
O -3.39 2.41 11.02
O -8.31 -2.95 0.95
O -3.26 -0.51 6.01
O -4.04 -2.98 -2.19
O -5.90 2.45 -0.93
O -6.76 -2.94 2.46
O -5.40 -3.05 -5.62
O 4.96 8.97 2.06
O -5.13 -0.54 7.11
O -8.45 1.86 4.50
O 5.27 4.90 -1.93
O 5.54 6.93 2.50
O 5.34 -1.72 -7.29
O -1.67 1.86 9.83
O 5.66 0.03 -12.69
O 8.33 0.06 1.04
O 3.15 2.07 3.99
O 2.48 -1.56 -4.46
O 4.21 -0.52 -11.17
O -5.54 4.25 0.21
O 3.65 -1.13 -6.06
O 10.48 -0.21 1.00
O -2.87 -4.81 2.55
O 6.87 3.58 -2.55
O -6.86 -1.45 -5.53
N 5.18 7.81 1.75
N 1.36 0.62 -4.68
N 4.17 -1.41 -7.12
N -6.19 3.26 -0.07
N -1.79 -3.46 4.04
N -2.85 2.13 9.97
N -1.34 0.12 0.26
N -7.42 -3.48 1.59
N 9.47 0.46 0.92
N -6.53 -2.59 -5.76
N -4.27 -1.06 6.42
N -8.83 1.17 5.43
N 5.27 -0.66 -11.77
N 3.30 0.87 3.84
N -2.24 -2.75 0.16
N 5.84 4.20 -2.74
C 5.25 4.10 -4.10
C -3.69 2.10 8.74
C 5.00 7.46 0.31
C -0.99 -0.80 -0.71
C -0.91 -3.07 -1.88
C 3.09 2.62 0.95
C -2.72 -3.68 2.96
C 2.18 3.84 0.48
C 5.89 -1.01 -1.64
C -0.98 3.11 2.77
C -2.53 3.15 2.51
C -0.64 -4.40 3.74
C -3.12 1.87 1.79
C -1.41 -2.19 -0.77
C 0.44 -1.18 -2.84
C -1.40 -4.55 -1.93
C 3.31 -1.39 -8.33
C -4.48 -2.49 6.05
C -2.16 -0.47 1.16
C -7.12 -4.90 1.27
C 4.05 2.30 -0.28
C -7.57 -3.53 -6.27
C 7.19 -1.66 -1.02
C -3.32 -3.40 -3.36
C -2.61 0.48 2.35
C 6.87 -2.20 0.45
C 4.50 0.79 -0.35
C -4.43 -1.60 -2.35
C -0.05 -0.33 -1.79
C 2.90 0.00 4.98
C -2.48 -4.70 -3.10
C -7.43 3.01 0.70
C 0.97 4.11 1.44
C -2.61 -1.89 1.13
C -1.18 -2.10 3.98
C -7.92 0.09 5.90
C -0.11 2.95 1.46
C 6.15 -1.78 -11.32
C 5.74 0.54 -1.28
C -0.02 -2.62 -2.90
C 9.66 1.92 0.64
C -3.53 -2.55 2.23
B 1.45 -0.71 -3.99
H 4.97 -1.55 -1.27
H -7.24 -3.88 -7.24
H -1.88 -4.89 -0.97
H 3.32 -2.39 -8.76
H 2.30 -1.11 -8.04
H 8.68 2.39 0.60
H 10.17 2.01 -0.31
H 0.42 1.96 1.52
H -4.03 -1.81 2.90
H -3.28 2.83 8.05
H -4.53 -3.06 6.97
H -3.52 -0.95 -2.43
H -4.71 2.35 9.01
H -2.71 4.02 1.82
H 6.39 -1.60 -10.28
H -8.51 -2.99 -6.34
H 3.51 0.29 5.83
H 3.73 -0.67 -9.02
H -0.30 -4.32 2.67
H 4.77 0.45 0.68
H -7.02 0.11 5.30
H -3.43 0.05 2.96
H 0.33 -3.31 -3.71
H 6.15 -3.05 0.30
H 5.02 3.05 -4.28
H 1.85 0.18 5.17
H -0.77 2.93 0.56
H -1.70 0.56 3.01
H 7.04 -1.78 -11.94
H -6.31 -5.24 1.92
H -0.89 -5.45 4.03
H -7.32 2.05 1.20
H 3.08 -1.03 4.70
H -1.92 -1.27 4.03
H -5.04 -1.55 -3.30
H -4.35 -3.06 1.65
H 0.43 5.06 1.20
H 5.68 8.08 -0.27
H -0.65 -1.98 2.99
H 4.34 4.70 -4.13
H 2.46 1.75 1.24
H 6.33 -1.40 1.01
H 3.51 2.53 -1.24
H -8.26 2.99 -0.01
H 4.96 2.96 -0.24
H -3.07 3.42 3.46
H 2.33 0.95 -4.75
H 5.98 4.48 -4.81
H 8.03 -0.92 -1.03
H 0.99 0.46 -5.62
H -8.03 -5.48 1.46
H -4.23 1.90 1.98
H 3.76 2.96 1.78
H 0.22 -4.07 4.38
H 2.86 4.74 0.55
H 1.36 4.22 2.49
H -5.07 -1.28 -1.49
H 5.67 1.08 -2.27
H 7.51 -2.56 -1.61
H 10.25 2.33 1.46
H -7.64 -4.35 -5.56
H -2.00 -4.99 -4.07
H 7.78 -2.58 0.97
H -6.83 -4.96 0.23
H -3.01 2.00 0.68
H -2.72 -2.58 -3.83
H 5.24 6.40 0.18
H -0.52 -5.22 -2.10
H -0.70 4.10 3.24
H 3.97 7.66 0.05
H 3.67 0.13 -0.74
H -5.41 -2.55 5.49
H 2.77 -2.16 -3.74
H 5.59 -2.70 -11.45
H -0.38 -1.98 4.76
H -7.56 3.80 1.43
H -3.64 1.09 8.34
H -3.20 -5.49 -2.77
H -0.75 2.34 3.55
H -3.64 -2.81 5.44
H -7.69 0.29 6.95
H 5.94 -1.18 -2.75
H -8.44 -0.85 5.79
H 1.86 3.75 -0.59
H -4.11 -3.68 -4.12
H 6.71 0.85 -0.81
*
```

The calculation puts the HOMO energy at -8.3 eV. The calculation puts the total energy at -7157.16297 a.u. The orbital gap is 7.7063 eV. As for the maximum force: 0.0894 hartree/bohr.